No. 1
{"formula": "C13H7Cl2GaInN3O3", "method": "ωB97M-V with the def2-TZVPD basis set", "homo_energy_ev": [-21.84, -21.88], "lumo_energy_ev": [-15.8, -17.2], "gap_ha": [0.2223, 0.1729], "mol_weight_g_mol": 508.664, "charge": 4, "elements": ["In", "Ga", "Cl", "Cl", "C", "C", "C", "O", "O", "O", "N", "C", "C", "C", "C", "C", "C", "C", "N", "C", "C", "N", "C", "H", "H", "H", "H", "H", "H", "H"], "positions_angstrom": [[-6.49908, -1.57249, 0.18216], [-3.65614, -1.35312, -0.19684], [-4.19566, -3.49517, -0.22392], [-5.14036, -0.74618, -1.90050], [-1.58772, -0.99978, -0.59641], [-8.17811, -3.59955, 0.20808], [-8.38673, -2.35651, -1.04644], [-1.21383, -1.93302, -1.28851], [-8.85053, -4.56039, 0.29684], [-9.23068, -2.16076, -1.84157], [8.06426, 1.60404, 0.90632], [6.91501, 1.50118, 0.72541], [5.49430, 1.35074, 0.55850], [4.94450, 0.10812, 0.24814], [3.56603, -0.02410, 0.06831], [2.73295, 1.08543, 0.22112], [3.27677, 2.33820, 0.53470], [4.66382, 2.47663, 0.67048], [1.32962, 0.93321, 0.11168], [0.34504, 1.87568, 0.47030], [-0.84484, 1.30225, 0.31853], [-0.64494, 0.01371, -0.21021], [0.69899, -0.15753, -0.36151], [5.58247, -0.75998, 0.15587], [3.13869, -0.99270, -0.15968], [2.62580, 3.20154, 0.64860], [5.08808, 3.46010, 0.89367], [0.62637, 2.84068, 0.84668], [-1.82749, 1.65320, 0.50658], [1.16344, -1.03343, -0.74639]], "forces_ev_per_angstrom": [[-1.197, -0.355, -1.065], [1.824, -0.717, -2.105], [-0.375, 1.161, 0.740], [0.474, 0.198, 1.249], [0.719, -2.258, -1.464], [-3.579, -8.700, 3.609], [-2.679, 5.553, -6.069], [-1.287, 2.425, 1.912], [3.088, 4.837, -0.799], [3.221, -2.028, 3.940], [0.305, 0.057, 0.001], [-2.032, -0.318, -0.137], [2.414, 0.687, 0.123], [-1.652, -1.634, -0.490], [1.207, -0.415, 0.069], [0.801, 0.387, 0.243], [0.902, 0.511, 0.048], [-1.864, 1.307, 0.274], [-1.390, -0.616, -0.789], [0.932, -0.018, 0.400], [-0.437, -0.846, -0.386], [1.106, 0.438, 0.028], [-0.534, 0.759, 0.795], [0.032, -0.059, -0.023], [0.345, -0.034, 0.054], [0.400, -0.041, -0.031], [-0.123, -0.338, -0.085], [-0.234, 0.121, 0.078], [-0.495, 0.441, 0.149], [0.111, -0.506, -0.267]], "lowdin_charge": [0.940, 0.277, 0.367, 0.324, -0.311, -0.053, -0.171, 0.131, 0.293, 0.289, 0.386, 0.016, -0.113, 0.089, 0.071, -0.101, 0.078, 0.098, 0.073, 0.074, 0.048, 0.031, 0.099, 0.162, 0.131, 0.134, 0.169, 0.152, 0.142, 0.172]}

No. 2
{"formula": "C13H7F4O3", "method": "ωB97M-V with the def2-TZVPD basis set", "homo_energy_ev": -4.86, "lumo_energy_ev": 2.4, "gap_ha": 0.2665, "mol_weight_g_mol": 287.188, "smiles": "Cc1cccc(OC2([O-])C(F)=C(F)C(=O)C(F)=C2F)c1", "charge": -1, "elements": ["F", "C", "C", "F", "C", "O", "C", "F", "C", "F", "C", "O", "C", "C", "C", "C", "C", "C", "O", "C", "H", "H", "H", "H", "H", "H", "H"], "positions_angstrom": [[-2.39234, 1.31694, 2.92503], [-1.38198, 0.58935, 2.40837], [-1.41145, -0.75100, 2.36412], [-2.53999, -1.48455, 2.48925], [-0.15841, -1.47861, 2.08535], [-0.16119, -2.60038, 1.55953], [1.09817, -0.75825, 2.36610], [2.22246, -1.49834, 2.49362], [1.07674, 0.58224, 2.40985], [2.09013, 1.30399, 2.92828], [-0.15006, 1.41736, 1.98911], [-0.14666, 2.60966, 2.30772], [-0.15245, 2.42319, -4.30058], [-0.15387, 1.46787, -3.14506], [-0.15764, 0.09958, -3.43527], [-0.15902, -0.84474, -2.40844], [-0.15658, -0.46746, -1.07594], [-0.15279, 0.89329, -0.79704], [-0.14862, 1.44178, 0.41691], [-0.15142, 1.85815, -1.82139], [-0.15267, 3.46406, -3.96205], [0.73124, 2.27638, -4.96256], [-1.03489, 2.27662, -4.96447], [-0.15953, -0.23030, -4.50420], [-0.16201, -1.89207, -2.64708], [-0.15738, -1.21133, -0.31553], [-0.14830, 2.91545, -1.57096]], "forces_ev_per_angstrom": [[0.307, -0.651, -0.998], [-0.645, -0.160, 0.570], [-0.219, 0.822, -0.163], [0.366, 0.122, 0.255], [-0.006, -1.660, -1.907], [0.002, 1.168, 1.385], [0.237, 0.818, -0.161], [-0.373, 0.126, 0.253], [0.632, -0.164, 0.572], [-0.305, -0.647, -0.997], [-0.002, -0.497, 1.256], [0.001, 0.626, 0.965], [-0.002, 0.364, -0.783], [-0.001, -0.661, -0.206], [-0.003, -0.762, -0.676], [0.000, 0.484, -0.570], [-0.001, 0.426, -0.721], [0.005, 0.349, 1.156], [0.006, 0.505, -0.989], [-0.003, -0.066, -0.709], [0.000, -0.114, -0.076], [-0.421, 0.074, 0.518], [0.423, 0.074, 0.522], [0.001, 0.260, 1.026], [-0.001, -0.340, -0.137], [0.000, -0.276, 0.398], [0.000, -0.219, 0.217]], "lowdin_charge": [0.109, -0.066, -0.142, 0.081, -0.277, 0.081, -0.142, 0.081, -0.066, 0.109, -0.552, 0.003, -0.079, -0.314, -0.098, -0.097, -0.008, -0.279, 0.000, 0.028, 0.067, 0.080, 0.080, 0.108, 0.091, 0.079, 0.123]}

No. 3
{"formula": "C13H7FeO7", "method": "ωB97M-V with the def2-TZVPD basis set", "homo_energy_ev": [-8.77, -8.85], "lumo_energy_ev": [-1.1, -3.2], "spin_multiplicity": 6, "gap_ha": [0.2837, 0.2081], "mol_weight_g_mol": 331.037, "elements": ["Fe", "C", "C", "O", "C", "C", "C", "C", "C", "C", "O", "H", "H", "H", "H", "H", "H", "H", "O", "C", "C", "O", "C", "C", "O", "C", "O", "O"], "positions_angstrom": [[-0.17153, -0.91740, 0.42906], [2.00764, 2.86421, 0.77578], [1.06704, 1.85368, 0.16868], [0.94961, 0.77634, 0.79120], [0.37191, 2.15996, -1.05301], [0.57534, 3.41040, -1.67990], [-0.05926, 3.75225, -2.84079], [-0.94237, 2.83486, -3.43281], [-1.16963, 1.61323, -2.86043], [-0.53003, 1.22346, -1.65711], [-0.78843, 0.05625, -1.16928], [2.42323, 2.43776, 1.68476], [1.48111, 3.78619, 1.02090], [2.81872, 3.10171, 0.08801], [1.25459, 4.12060, -1.22804], [0.11621, 4.71642, -3.29768], [-1.44871, 3.09900, -4.35283], [-1.84865, 0.90007, -3.30967], [-0.93103, -6.36750, 3.33956], [-0.77876, -5.31998, 2.78894], [0.28039, -5.00185, 1.72344], [1.09324, -5.78102, 1.30287], [0.06183, -3.58355, 1.35256], [-1.02739, -3.02470, 2.11482], [-1.38392, -1.83924, 1.94357], [-1.59206, -4.04088, 3.03393], [-2.49830, -3.93766, 3.81680], [0.66920, -2.89260, 0.50667]], "forces_ev_per_angstrom": [[-0.016, 0.711, -0.550], [-0.005, -0.158, 0.110], [0.048, 0.226, -0.098], [-0.194, -0.533, 0.116], [-0.215, -0.312, -0.074], [0.036, 0.101, -0.024], [0.072, 0.119, 0.015], [0.028, -0.073, 0.097], [-0.083, -0.099, -0.049], [0.258, 0.391, 0.080], [0.040, -0.776, 0.627], [0.005, 0.017, -0.007], [0.003, 0.019, -0.040], [-0.020, 0.031, -0.023], [-0.014, -0.008, -0.014], [0.000, -0.013, 0.009], [-0.012, -0.024, 0.001], [0.013, 0.000, 0.020], [-0.023, -0.026, -0.013], [0.075, 0.036, 0.072], [0.063, -0.593, 0.109], [0.018, 0.240, -0.092], [0.212, 0.170, -0.295], [-0.161, 0.362, -0.032], [0.188, 0.124, -0.188], [-0.274, -0.422, 0.347], [0.064, 0.216, -0.125], [-0.105, 0.272, 0.019]], "lowdin_charge": [1.046, -0.003, -0.337, -0.042, -0.100, -0.040, -0.089, -0.065, -0.007, -0.327, -0.138, 0.088, 0.096, 0.096, 0.105, 0.102, 0.109, 0.118, 0.193, -0.231, -0.244, 0.183, -0.253, -0.253, 0.028, -0.244, 0.183, 0.028]}

No. 4
{"formula": "C13H8N2", "method": "ωB97M-V with the def2-TZVPD basis set", "homo_energy_ev": -9.36, "lumo_energy_ev": -0.2, "gap_ha": 0.3349, "mol_weight_g_mol": 192.221, "smiles": "N#CC1=C[C@H]2C[C@@H]1c1cc(C#N)ccc12", "elements": ["N", "N", "C", "C", "C", "C", "C", "C", "C", "C", "C", "C", "C", "C", "C", "H", "H", "H", "H", "H", "H", "H", "H"], "positions_angstrom": [[-3.14397, -2.57706, 2.10261], [-0.76681, 4.10861, -3.01772], [-2.16303, -2.37437, 1.47047], [-0.66679, 3.30982, -2.19219], [0.06178, -1.66085, 1.79625], [-0.86389, -2.01321, 0.95231], [0.57605, 2.61193, -0.17563], [0.99501, 1.64254, 0.63431], [-0.81573, 0.89720, -1.47836], [-0.34229, 2.26428, -1.23306], [0.47434, 0.36637, 0.54016], [-0.38740, 0.00040, -0.53644], [1.10324, -0.89855, 1.04434], [-0.41654, -1.54226, -0.49600], [1.07185, -1.68316, -0.23312], [0.05678, -1.81028, 2.87708], [0.94967, 3.71031, -0.08063], [1.74301, 1.80192, 1.44047], [-1.55623, 0.74366, -2.32062], [2.04842, -0.83409, 1.46113], [-0.85643, -1.94191, -1.41090], [1.31936, -2.72339, -0.04398], [1.57960, -1.39792, -1.10049]], "forces_ev_per_angstrom": [[3.023, 0.526, -2.330], [-0.234, -0.206, 0.380], [-2.655, -0.711, 1.854], [0.402, -0.329, -0.037], [1.210, 0.278, 1.897], [-2.467, -0.020, -1.747], [-1.642, 3.246, -3.059], [1.177, -2.125, 3.232], [-0.311, 2.724, 0.296], [0.299, -0.428, 0.080], [0.369, 0.819, -2.127], [-0.076, -0.542, 1.270], [-0.810, -0.129, -0.400], [-0.921, 0.699, 0.824], [-0.428, -2.639, -0.514], [-0.173, 0.207, -0.371], [-0.772, -2.218, -0.305], [-0.500, 0.188, -0.725], [1.232, -0.133, 1.109], [1.715, 0.449, 1.104], [0.023, -0.491, 0.477], [0.180, -0.290, 0.020], [1.357, 1.127, -0.930]], "lowdin_charge": [0.140, 0.147, -0.148, -0.203, 0.019, -0.174, -0.042, -0.053, 0.052, -0.181, -0.114, -0.133, -0.200, -0.113, -0.115, 0.145, 0.157, 0.136, 0.145, 0.131, 0.152, 0.132, 0.120]}